Entry 1:
ORCA calculation (ωB97M-V/def2-TZVPD) on a cluster of 2 separate species, C15H25BO7Si in total.

Each line ends with the Löwdin charge.
CARTESIAN COORDINATES (ANGSTROEM)
1 H 3.116 -2.481 -3.080  0.06
2 O -2.520 0.310 5.321  0.12
3 H -2.180 0.919 -2.821  0.12
4 H 2.284 -2.572 -5.542  0.08
5 H -1.122 -0.353 3.342  0.13
6 H -1.311 -3.534 -4.481  0.09
7 H -0.436 -2.549 -1.314  0.09
8 H -3.145 2.032 7.346  0.10
9 C -0.570 -1.677 -1.958  -0.19
10 C 2.848 -1.355 0.095  -0.25
11 C -1.021 2.724 -2.971  -0.07
12 C 0.945 2.824 -1.581  -0.06
13 O 1.869 -1.265 1.125  -0.07
14 H -1.676 3.171 -3.707  0.11
15 H 0.341 4.380 -2.927  0.10
16 C -1.305 1.458 -2.477  -0.04
17 C 0.658 1.562 -1.076  -0.02
18 C 2.512 -2.386 -0.998  -0.22
19 C 2.514 -1.829 -2.445  -0.28
20 O -1.150 -0.663 0.115  0.09
21 C 0.112 3.401 -2.531  -0.08
22 H 3.763 -1.638 0.615  0.12
23 O 1.576 -3.223 -5.574  0.12
24 O -1.272 1.788 6.482  0.00
25 Si 0.816 -1.553 -3.248  0.78
26 C -0.464 0.877 -1.532  -0.20
27 C -0.771 -0.501 -1.026  -0.41
28 B 0.506 -2.833 -4.806  -0.67
29 H 3.021 -0.860 -2.443  0.06
30 C -2.166 1.619 7.584  -0.04
31 H 1.572 -2.862 -0.718  0.09
32 H -2.267 0.568 7.843  0.09
33 H -0.003 0.816 2.646  0.12
34 H -1.887 2.413 2.260  0.08
35 O -0.720 1.361 4.442  0.04
36 H 1.820 3.356 -1.230  0.11
37 H 3.035 -0.372 -0.353  0.10
38 H 1.008 -1.062 0.744  0.04
39 H 1.305 1.113 -0.332  0.11
40 C -2.072 1.345 2.395  -0.06
41 H 3.260 -3.180 -0.952  0.10
42 H -2.141 0.870 1.420  0.05
43 C -1.594 1.075 5.399  -0.62
44 H 0.849 -0.200 -3.860  0.01
45 H -1.724 2.167 8.411  0.09
46 H -3.025 1.232 2.910  0.08
47 H -1.519 -1.840 -2.484  0.09
48 C -0.947 0.710 3.177  -0.20
49 O -0.720 -3.303 -5.201  0.12

Cartesian forces, eV/Å:
H -0.1 0.0 -0.1
O 0.0 0.0 0.0
H 0.0 0.0 0.0
H 0.2 -0.3 0.1
H -0.1 0.0 0.1
H -0.2 0.3 0.0
H -0.1 -0.1 -0.1
H 0.0 0.0 0.0
C -0.1 0.2 0.0
C -0.1 0.0 0.1
C 0.1 -0.1 0.1
C -0.1 -0.1 0.0
O 0.1 0.0 -0.1
H 0.0 0.0 0.0
H 0.0 0.0 0.0
C 0.2 0.1 0.0
C -0.2 0.0 0.0
C 0.5 -0.1 -0.1
C -0.2 0.2 0.4
O 0.4 -0.2 -0.1
C -0.1 0.0 0.0
H 0.0 0.0 0.0
O -0.4 0.5 -0.3
O 0.0 0.0 0.0
Si 0.3 -0.1 -0.1
C -0.1 0.1 -0.1
C 0.0 0.0 0.1
B 0.1 -0.1 0.1
H 0.1 0.0 0.0
C 0.0 0.0 0.1
H -0.1 0.0 -0.1
H 0.0 0.0 0.0
H 0.0 0.0 0.1
H 0.1 0.0 0.0
O 0.0 0.0 0.0
H 0.0 0.0 0.0
H -0.1 0.0 0.0
H -0.1 0.0 0.0
H 0.0 0.0 0.0
C -0.2 0.2 0.2
H -0.1 -0.1 0.1
H 0.0 0.0 0.0
C 0.0 0.1 0.0
H -0.1 0.0 0.0
H 0.0 0.0 0.0
H 0.0 -0.1 0.0
H 0.0 0.1 -0.1
C 0.1 -0.2 -0.3
O 0.3 -0.6 0.1

Calculated values
**Total charge**: 0
**LUMO energy**: 0.0084 Ha
**HOMO-LUMO gap**: 0.36179 Ha
**SMILES**: O=C(C[Si@@H](CCCO)B(O)O)c1ccccc1.CCOC(=O)OC

=====

Entry 2:
ORCA calculation (ωB97M-V/def2-TZVPD) on the ion C15H25ClF5N2O4 with charge -1.

Each line ends with the Löwdin charge.
CARTESIAN COORDINATES (ANGSTROEM)
1 H 0.033 0.629 0.884  0.04
2 C -0.494 -1.070 -3.026  -0.20
3 H -0.019 1.748 3.985  0.06
4 C 2.317 0.142 -0.589  -0.15
5 Cl -2.997 -2.331 -3.422  0.53
6 H -1.325 -4.124 -1.270  0.08
7 H 1.990 1.017 0.058  0.09
8 O -1.619 2.796 -0.707  -0.15
9 F 1.949 -4.333 0.730  0.06
10 O -3.156 -0.279 -0.574  -0.09
11 H 1.414 -1.484 0.809  0.12
12 H -0.649 -0.905 0.552  0.06
13 C 1.495 -0.037 -1.957  -0.19
14 H 3.102 -0.902 1.205  0.14
15 O -2.954 0.888 -2.510  -0.19
16 C 3.221 -3.672 0.686  -0.32
17 N -0.718 0.109 0.418  0.10
18 H 3.405 0.375 -0.906  0.12
19 C -1.056 1.602 4.441  -0.10
20 C -2.217 2.413 3.651  -0.26
21 H 1.639 0.949 -2.553  0.12
22 H -1.322 0.497 4.575  0.07
23 O -2.087 2.353 2.220  -0.16
24 C -0.785 0.453 -1.055  -0.34
25 H 0.413 2.371 -0.490  0.10
26 H -2.181 3.486 4.067  0.11
27 F 2.187 -3.007 -1.401  0.04
28 F 3.470 -3.239 2.000  0.09
29 H -0.236 -2.765 -0.707  0.05
30 C -1.231 3.772 0.278  -0.18
31 H -0.373 4.460 -0.051  0.13
32 H -3.212 1.969 4.029  0.13
33 H -0.910 4.058 2.456  0.12
34 H 2.102 -0.812 -2.562  0.12
35 H 0.040 2.612 1.804  0.10
36 N 0.089 -0.462 -1.812  -0.12
37 H -2.143 4.465 0.424  0.14
38 C -1.217 -2.972 -1.243  -0.14
39 C 2.395 -1.165 0.329  -0.09
40 C -1.276 -2.483 -2.761  -0.62
41 H -1.103 -0.359 -3.693  0.11
42 H 0.395 -1.387 -3.699  0.12
43 C -0.971 3.137 1.752  -0.20
44 H -0.172 2.329 -2.227  0.14
45 H -0.779 -3.312 -3.389  0.09
46 C 3.022 -2.447 -0.371  -0.29
47 H -2.073 -2.599 -0.586  0.08
48 C -2.378 0.330 -1.396  -0.54
49 F 4.293 -2.236 -0.975  0.04
50 F 4.126 -4.653 0.224  0.09
51 C -0.449 2.019 -1.149  -0.11
52 H -0.996 2.055 5.504  0.07

Cartesian forces, eV/Å:
H -0.3 -0.7 -0.3
C 0.8 -0.9 -1.6
H -1.5 -0.4 0.5
C 0.6 -0.5 -0.4
Cl 1.1 -0.4 0.6
H 0.1 1.7 0.1
H 0.2 -1.2 -0.9
O 2.0 0.5 0.6
F 2.9 1.3 0.3
O 3.2 1.0 -1.4
H 1.1 0.4 -0.9
H -0.1 0.7 -0.1
C 1.2 0.3 -0.2
H -1.0 -0.6 -1.4
O 4.1 -1.6 3.6
C -2.0 -1.4 -0.2
N 0.6 0.6 -0.9
H -1.6 -0.3 0.5
C -0.4 0.5 0.7
C 0.7 -0.5 1.4
H -0.3 -1.2 0.9
H 0.5 1.5 -0.5
O 0.6 0.8 0.8
C -1.0 0.8 1.9
H -0.8 -0.9 -0.8
H 0.0 -1.2 -0.9
F 1.8 1.3 2.0
F 0.1 -1.2 -3.0
H -1.1 0.0 -1.1
C -1.5 -0.1 1.0
H -0.8 -1.2 0.5
H 1.4 0.6 -1.2
H 0.2 -1.2 -1.0
H -1.3 1.0 0.9
H -1.3 0.3 0.0
N 0.2 0.5 -1.0
H 1.3 -1.2 -0.4
C -0.8 -1.3 0.2
C 0.9 0.0 0.2
C 1.0 0.3 0.4
H 0.5 -1.0 1.4
H -1.2 0.5 1.1
C 0.1 1.6 -0.1
H -0.7 -0.6 1.5
H -0.9 1.5 0.8
C 0.1 -0.7 -0.6
H 1.1 -0.1 -1.2
C -5.6 0.2 -2.3
F -2.2 0.0 1.1
F -1.7 2.6 1.6
C -0.2 0.4 -0.6
H -0.1 -0.7 -1.6

Calculated values
**Total charge**: -1
**LUMO energy**: 0.0901 Ha
**HOMO-LUMO gap**: 0.22755 Ha
**SMILES**: CCOCCOC[C@@](N)(C(=O)[O-])N(CCCC(F)(F)C(F)(F)F)C[C@@H](C)Cl

=====

Entry 3:
ORCA calculation (ωB97M-V/def2-TZVPD) on a structure of composition C15H25FGaIO2P2.

Each line ends with the Löwdin charge.
CARTESIAN COORDINATES (ANGSTROEM)
1 I 0.009 -2.673 -1.875  0.58
2 H -0.058 -3.824 3.258  0.14
3 H 0.030 1.866 -4.351  0.13
4 H -0.005 0.999 2.016  0.09
5 H 2.494 1.162 1.738  0.07
6 H -2.839 1.510 -2.392  0.06
7 C -2.929 1.381 0.748  -0.18
8 H 0.036 -3.129 0.859  0.03
9 H -4.368 -1.121 0.277  0.09
10 C 0.012 1.730 -0.855  -0.29
11 H -2.869 -1.739 1.055  0.06
12 H -0.878 0.697 -3.352  0.07
13 C -3.309 -1.382 0.116  -0.18
14 H 2.845 -1.761 1.114  0.07
15 H -3.169 -0.218 -2.725  0.07
16 C 3.318 0.519 -1.959  -0.19
17 P 2.450 0.071 -0.422  0.86
18 C -0.097 -1.778 3.947  -0.23
19 C 0.029 1.321 -3.397  -0.01
20 H 3.232 -0.307 -2.677  0.07
21 O 0.156 3.528 -2.419  0.21
22 H 4.025 1.391 0.830  0.09
23 C 0.072 2.312 -2.277  -0.38
24 H 4.374 0.698 -1.721  0.09
25 C -0.051 -2.773 2.983  0.03
26 H 2.556 2.344 0.409  0.07
27 C -0.002 -2.369 1.641  -0.15
28 H -2.528 2.356 0.449  0.06
29 H -0.105 0.336 4.416  0.14
30 C -3.270 0.588 -1.988  -0.20
31 H -4.335 0.753 -1.762  0.09
32 H -2.539 1.132 1.741  0.06
33 Ga 0.019 -0.413 -0.702  -0.09
34 H 2.884 1.427 -2.396  0.06
35 H 3.248 -2.212 -0.562  0.06
36 C -0.077 -0.423 3.635  0.03
37 C -0.027 -0.059 2.282  -0.15
38 C 3.314 -1.409 0.182  -0.19
39 H -4.027 1.417 0.780  0.09
40 O -0.006 2.418 0.149  0.14
41 F -0.168 -2.144 5.269  0.07
42 H 4.366 -1.154 0.374  0.09
43 P -2.422 0.107 -0.453  0.87
44 C -0.003 -1.024 1.282  -0.35
45 H -3.222 -2.173 -0.637  0.06
46 H 0.903 0.652 -3.379  0.08
47 C 2.926 1.369 0.750  -0.19

Cartesian forces, eV/Å:
I 0.0 0.7 -0.6
H 0.0 0.2 0.0
H 0.0 -0.2 0.3
H 0.0 -0.3 0.3
H 0.2 0.0 -0.2
H -0.2 -0.1 0.0
C 0.9 0.2 0.1
H 0.0 0.1 0.4
H 0.4 0.1 -0.2
C 0.0 3.9 4.0
H -0.1 0.1 -0.2
H 0.3 0.1 0.0
C 0.7 -0.4 -0.1
H 0.2 0.2 -0.3
H -0.1 0.2 0.1
C -0.6 -0.1 -0.3
P 1.4 0.3 0.2
C -0.1 -0.2 1.4
C 0.0 0.0 -0.5
H 0.1 0.2 0.1
O -0.2 -3.3 1.0
H -0.3 -0.1 -0.2
C 0.2 3.0 -2.5
H -0.2 -0.1 0.0
C 0.0 0.3 -0.4
H 0.2 -0.2 0.1
C 0.0 -0.4 0.0
H -0.2 -0.1 0.1
H 0.0 -0.3 -0.1
C 0.5 -0.1 -0.3
H 0.3 -0.1 0.0
H -0.1 0.0 -0.2
Ga 0.0 -2.0 1.6
H 0.2 -0.1 0.1
H 0.1 0.2 0.2
C 0.0 0.0 -0.3
C 0.0 0.4 0.7
C -0.8 -0.6 0.1
H 0.3 -0.1 -0.2
O 0.0 -3.1 -3.5
F 0.1 0.5 -1.6
H -0.3 0.2 -0.2
P -1.6 0.3 0.4
C 0.0 0.2 -0.2
H -0.1 0.1 0.2
H -0.3 0.1 0.1
C -0.7 0.3 0.2

Calculated values
**Total charge**: +2
**LUMO energy (alpha / beta)**: -0.3905 / -0.3901 Ha
**HOMO-LUMO gap (alpha / beta)**: 0.16533 / 0.16576 Ha
**Relative energy (zero: lowest compared OMol25 entry of this formula, charge and spin)**: 0.0 kJ/mol

=====

Entry 4:
ORCA calculation (ωB97M-V/def2-TZVPD) on a cluster of 3 separate species, C15H25FNO8 in total.

Each line ends with the Löwdin charge.
CARTESIAN COORDINATES (ANGSTROEM)
1 H 0.654 3.406 4.551  0.08
2 H -3.488 3.222 0.646  0.06
3 H -3.271 2.159 -0.674  0.07
4 H -2.924 -2.329 -5.934  0.13
5 H 5.363 -1.726 1.795  0.12
6 C 3.982 -1.729 3.447  -0.49
7 H 1.072 0.215 -1.528  0.15
8 C 2.179 -1.064 2.218  -0.16
9 H -0.761 0.133 -1.561  0.13
10 C 4.331 -2.003 2.008  -0.09
11 C 0.156 -0.167 -0.953  -0.23
12 H 1.492 -1.904 2.081  0.13
13 C 0.146 4.139 3.836  -0.07
14 O 0.138 -1.630 -0.838  -0.09
15 C 3.350 -1.118 1.267  -0.16
16 O 0.651 -2.276 -3.664  0.11
17 O -1.470 3.795 -1.380  -0.12
18 H -0.684 -4.622 -3.406  0.13
19 H 3.777 -0.117 1.147  0.13
20 H -1.976 0.064 0.203  0.13
21 H 3.083 -1.491 0.277  0.12
22 C -1.279 -3.710 -3.433  -0.08
23 O 0.121 0.398 0.382  -0.17
24 H 0.775 5.090 3.741  0.07
25 H -3.334 -4.213 -4.011  0.12
26 H -1.855 2.401 2.842  0.12
27 C -1.430 3.075 2.014  -0.09
28 H 4.163 -3.062 1.797  0.13
29 O -1.226 -1.837 -4.852  0.04
30 O 0.581 3.089 -0.701  -0.17
31 N -3.082 2.341 0.318  0.03
32 H -0.901 4.429 4.204  0.07
33 C -2.412 -3.809 -4.432  -0.17
34 H -2.111 -4.453 -5.265  0.12
35 F 1.007 2.378 2.340  -0.06
36 C 0.080 3.474 2.348  -0.31
37 H 1.621 -0.132 2.124  0.11
38 H -2.057 4.044 2.046  0.13
39 C -0.783 3.078 -0.550  -0.53
40 H -3.200 -1.787 -4.263  0.13
41 O 4.665 -2.007 4.402  0.09
42 C -1.599 2.300 0.593  -0.36
43 H 0.403 4.304 1.617  0.14
44 O 2.756 -1.154 3.531  0.03
45 C -2.549 -2.382 -4.910  -0.16
46 C -0.479 -2.558 -3.976  -0.47
47 H -1.638 -3.453 -2.433  0.14
48 H 0.528 -2.036 -1.641  0.04
49 H -1.334 0.487 1.874  0.13
50 C -1.230 0.748 0.756  -0.14

Cartesian forces, eV/Å:
H -0.8 1.1 -0.9
H 0.4 -0.4 -0.8
H 0.2 0.7 0.6
H 0.2 0.2 0.1
H 0.0 -0.3 0.2
C 0.2 -0.4 0.7
H -1.1 -0.6 1.2
C -0.7 0.4 -0.4
H 1.0 -0.1 0.9
C 0.0 0.4 -0.4
C 0.1 0.5 -0.2
H 0.0 0.0 0.0
C 0.2 -0.1 -0.8
O 0.3 0.7 -0.2
C 0.1 0.1 -0.6
O -0.5 0.1 -0.5
O 0.4 -2.1 2.4
H 0.1 0.2 0.3
H -0.1 -0.1 0.0
H 1.0 1.3 0.7
H -0.1 0.1 0.1
C -0.3 -0.4 -0.2
O -1.2 -1.0 -2.1
H -0.8 -1.3 0.4
H 0.0 0.1 -0.1
H 0.6 0.8 -1.1
C 0.7 -0.7 -0.2
H 0.1 0.0 0.1
O 0.5 -0.2 0.2
O -5.2 -1.0 1.9
N 0.9 -0.6 0.7
H 1.5 -0.5 -0.5
C -0.3 -0.5 0.0
H -0.1 0.1 0.1
F -1.4 1.3 -0.1
C -0.7 1.5 1.0
H 0.0 -0.2 0.2
H 1.1 -1.4 -0.3
C 3.7 2.5 -3.5
H 0.1 0.0 0.0
O -0.5 0.3 -0.2
C -0.6 0.5 0.5
H -0.2 -1.9 0.8
O 0.8 -0.3 0.3
C -0.5 0.1 -0.2
C 0.6 0.3 0.5
H 0.2 0.0 0.0
H -0.2 0.7 0.5
H 0.1 0.4 -1.6
C -0.2 -0.2 0.8

Calculated values
**Total charge**: -1
**LUMO energy**: 0.0839 Ha
**HOMO-LUMO gap**: 0.22892 Ha

=====

Entry 5:
ORCA calculation (ωB97M-V/def2-TZVPD) on the molecule C15H25NO4.

Each line ends with the Löwdin charge.
CARTESIAN COORDINATES (ANGSTROEM)
1 H -0.069 3.377 2.175  0.10
2 H -3.324 -0.668 1.435  0.12
3 O -2.216 -2.732 2.765  0.10
4 H -2.387 6.312 4.694  0.09
5 H -2.027 1.748 6.310  0.13
6 C -2.862 6.135 3.719  -0.05
7 H -2.025 4.809 0.660  0.12
8 C -0.797 1.400 4.890  -0.44
9 H -0.916 2.666 0.497  0.07
10 N -1.792 -1.608 2.762  -0.37
11 C -2.938 3.495 2.197  -0.20
12 C -2.681 4.869 1.538  -0.06
13 C -1.935 5.334 2.813  -0.51
14 H 0.173 3.814 3.870  0.13
15 C -1.852 3.852 3.276  -0.21
16 O -0.753 -1.099 2.386  0.08
17 H -1.690 1.011 0.089  0.08
18 O -1.767 2.112 5.440  0.03
19 C -0.624 6.065 2.586  -0.05
20 H 0.795 0.372 5.801  0.09
21 C -0.482 3.253 3.184  -0.14
22 H -2.244 3.704 4.287  0.13
23 C -3.960 0.034 1.999  -0.16
24 C -0.275 0.223 5.572  -0.05
25 C -2.827 2.252 1.374  -0.27
26 H -0.078 6.161 3.533  0.09
27 H 0.640 1.416 3.434  0.14
28 H -3.072 7.113 3.265  0.08
29 H -3.593 5.437 1.314  0.12
30 H -4.265 1.167 0.218  0.12
31 C -0.396 1.770 3.564  -0.16
32 H -0.976 1.156 2.856  0.07
33 C -1.733 1.954 0.642  0.07
34 C -3.445 0.161 3.342  -0.13
35 H -0.801 -0.015 6.507  0.09
36 H -4.972 -0.395 2.096  0.14
37 C -4.068 1.380 1.280  -0.14
38 H 0.015 5.564 1.850  0.08
39 H -0.835 7.078 2.219  0.09
40 O -2.578 -0.656 3.801  0.04
41 H -3.817 5.620 3.886  0.09
42 H -3.801 0.944 4.009  0.15
43 H -3.915 3.491 2.711  0.14
44 H -4.942 1.920 1.672  0.12
45 H -0.343 -0.649 4.902  0.07

Cartesian forces, eV/Å:
H 0.0 0.0 0.3
H -0.4 0.2 0.1
O 0.8 0.6 0.4
H -0.1 -0.1 -0.1
H 0.3 0.2 -0.7
C 0.1 0.3 0.0
H -0.2 0.0 0.1
C 1.3 -0.6 0.6
H -0.2 -0.5 0.3
N 1.4 -0.5 -3.6
C 0.1 -0.1 0.3
C -0.3 0.2 0.1
C -0.1 0.0 -0.2
H -0.1 -0.1 -0.2
C -0.7 0.4 0.3
O -0.5 -1.3 0.7
H 0.0 0.4 0.0
O -2.5 0.8 2.1
C -0.1 0.3 0.1
H -0.2 -0.3 0.1
C 0.6 -0.4 0.2
H 0.2 0.2 -0.4
C -0.8 -0.4 -0.8
C 0.7 -0.7 0.1
C 0.6 -0.1 -1.1
H 0.0 0.0 -0.2
H -0.1 0.1 -0.1
H 0.0 -0.1 0.1
H 0.3 -0.1 -0.3
H -0.1 0.1 0.4
C 0.5 -0.1 -1.5
H 0.2 0.4 -0.1
C -1.1 0.2 0.0
C 1.0 -0.5 0.6
H 0.1 0.1 -0.2
H 0.2 -0.2 -0.4
C -0.1 -0.1 -0.3
H -0.1 0.1 0.2
H 0.1 -0.1 0.0
O -2.4 1.3 3.0
H 0.2 0.1 0.0
H 0.6 0.3 0.0
H 0.3 0.1 -0.3
H 0.3 0.0 -0.1
H 0.2 0.0 0.4

Calculated values
**Total charge**: 0
**LUMO energy (alpha / beta)**: -0.0164 / 0.0129 Ha
**HOMO-LUMO gap (alpha / beta)**: 0.23048 / 0.21838 Ha
**Relative energy (zero: lowest compared OMol25 entry of this formula, charge and spin)**: 834.7 kJ/mol